ORCA calculation (wB97M-V/def2-TZVPD) on 11 unconnected molecules or ions with the total composition C28H54Cl20N2O3.

Computed properties:
* SMILES: [H]/N=C(/C)C[C@H]1OC(=O)O[C@@H]1CCN.ClCCCl.ClCCCl.ClCCCl.ClCCCl.ClCCCl.ClCCCl.ClCCCl.ClCCCl.ClCCCl.ClCCCl
* E: -10638.29129 Ha
* energy above the lowest of the compared OMol25 structures with the same formula, charge and spin: 72.7 kcal/mol

Last columns: bonded neighbours and bond lengths (Å).
Element x y z (Å)
1 H 1.216 -2.364 -3.258  N2 1.034
2 N 1.371 -2.451 -2.239  H1 1.034, C3 1.331
3 C 0.618 -1.568 -1.588  N2 1.331, C4 1.597, C5 1.621
4 C 0.726 -1.540 0.005  C3 1.597, H15 1.146, H16 1.154, H17 1.157
5 C -0.327 -0.602 -2.484  C3 1.621, C6 1.608, H18 1.155, H19 1.153
6 C -1.428 0.068 -1.521  C5 1.608, O7 1.448, C11 1.610, H20 1.143
7 O -0.798 1.149 -0.792  C6 1.448, C8 1.451
8 C -1.190 2.319 -1.557  O7 1.451, O9 1.251, O10 1.443
9 O -0.474 3.277 -1.922  C8 1.251
10 O -2.607 2.123 -1.739  C8 1.443, C11 1.475
11 C -2.763 0.714 -2.147  C6 1.610, O10 1.475, C12 1.633, H21 1.140
12 C -3.919 0.108 -1.165  C11 1.633, C13 1.623, H22 1.148, H23 1.151
13 C -4.428 -1.334 -1.707  C12 1.623, N14 1.490, H24 1.160, H25 1.141
14 N -5.125 -2.155 -0.677  C13 1.490, H26 1.028, H27 1.029
15 H -0.233 -1.238 0.553  C4 1.146
16 H 0.960 -2.621 0.334  C4 1.154
17 H 1.550 -0.818 0.379  C4 1.157
18 H 0.271 0.267 -2.954  C5 1.155
19 H -0.773 -1.281 -3.302  C5 1.153
20 H -1.817 -0.830 -0.931  C6 1.143
21 H -3.037 0.505 -3.233  C11 1.140
22 H -3.572 0.078 -0.071  C12 1.148
23 H -4.818 0.825 -1.203  C12 1.151
24 H -3.471 -1.926 -1.988  C13 1.160
25 H -5.038 -1.161 -2.657  C13 1.141
26 H -5.963 -1.692 -0.304  N14 1.028
27 H -4.491 -2.355 0.109  N14 1.029
28 Cl 3.564 0.823 -7.117  C29 1.781
29 C 2.987 1.425 -5.543  Cl28 1.781, C30 1.515, H32 1.091, H33 1.092
30 C 2.611 0.300 -4.601  C29 1.515, Cl31 1.782, H34 1.092, H35 1.091
31 Cl 1.155 -0.574 -5.142  C30 1.782
32 H 2.144 2.095 -5.724  C29 1.091
33 H 3.800 2.012 -5.111  C29 1.092
34 H 2.387 0.704 -3.611  C30 1.092
35 H 3.420 -0.425 -4.498  C30 1.091
36 Cl 3.466 4.680 -3.573  C37 1.782
37 C 1.869 5.329 -3.119  Cl36 1.782, C38 1.515, H40 1.091, H41 1.091
38 C 1.575 6.652 -3.797  C37 1.515, Cl39 1.782, H42 1.091, H43 1.091
39 Cl 2.618 7.964 -3.192  C38 1.782
40 H 1.836 5.419 -2.032  C37 1.091
41 H 1.129 4.586 -3.421  C37 1.091
42 H 0.544 6.949 -3.596  C38 1.091
43 H 1.707 6.587 -4.879  C38 1.091
44 Cl -4.931 3.102 1.551  C45 1.781
45 C -3.780 2.933 2.899  Cl44 1.781, C46 1.515, H48 1.092, H49 1.092
46 C -2.497 2.249 2.474  C45 1.515, Cl47 1.781, H50 1.092, H51 1.091
47 Cl -2.750 0.532 2.075  C46 1.781
48 H -4.278 2.389 3.704  C45 1.092
49 H -3.560 3.942 3.256  C45 1.092
50 H -1.772 2.279 3.290  C46 1.092
51 H -2.052 2.735 1.604  C46 1.091
52 Cl 3.204 5.911 3.078  C53 1.781
53 C 2.957 5.046 1.542  Cl52 1.781, C54 1.516, H56 1.091, H57 1.092
54 C 1.497 5.001 1.138  C53 1.516, Cl55 1.782, H58 1.092, H59 1.091
55 Cl 0.530 3.971 2.224  C54 1.782
56 H 3.376 4.044 1.645  C53 1.091
57 H 3.533 5.579 0.782  C53 1.092
58 H 1.402 4.579 0.135  C54 1.092
59 H 1.051 5.997 1.132  C54 1.091
60 Cl 2.015 -3.639 2.920  C61 1.780
61 C 1.452 -2.273 3.912  Cl60 1.780, C62 1.516, H64 1.092, H65 1.092
62 C -0.036 -2.342 4.197  C61 1.516, Cl63 1.782, H66 1.092, H67 1.092
63 Cl -1.012 -2.075 2.730  C62 1.782
64 H 1.719 -1.348 3.397  C61 1.092
65 H 2.010 -2.312 4.850  C61 1.092
66 H -0.314 -1.563 4.908  C62 1.092
67 H -0.320 -3.307 4.620  C62 1.092
68 Cl -6.093 7.829 4.198  C69 1.781
69 C -6.336 6.966 2.659  Cl68 1.781, C70 1.516, H72 1.092, H73 1.092
70 C -7.795 6.920 2.251  C69 1.516, Cl71 1.782, H74 1.092, H75 1.091
71 Cl -8.764 5.888 3.333  C70 1.782
72 H -5.917 5.963 2.763  C69 1.092
73 H -5.757 7.499 1.903  C69 1.092
74 H -7.886 6.499 1.248  C70 1.092
75 H -8.241 7.916 2.245  C70 1.091
76 Cl 6.260 0.100 -11.183  C77 1.781
77 C 4.668 0.807 -10.810  Cl76 1.781, C78 1.516, H80 1.091, H81 1.092
78 C 3.545 0.116 -11.556  C77 1.516, Cl79 1.782, H82 1.092, H83 1.091
79 Cl 3.610 0.425 -13.309  C78 1.782
80 H 4.708 1.873 -11.043  C77 1.091
81 H 4.519 0.700 -9.734  C77 1.092
82 H 2.581 0.490 -11.205  C78 1.092
83 H 3.567 -0.965 -11.403  C78 1.091
84 Cl -1.262 -5.290 2.344  C85 1.781
85 C -0.596 -6.864 2.847  Cl84 1.781, C86 1.516, H88 1.092, H89 1.092
86 C -0.624 -7.044 4.352  C85 1.516, Cl87 1.782, H90 1.092, H91 1.092
87 Cl 0.517 -5.955 5.182  C86 1.782
88 H 0.418 -6.946 2.451  C85 1.092
89 H -1.210 -7.633 2.372  C85 1.092
90 H -0.331 -8.063 4.610  C86 1.092
91 H -1.621 -6.862 4.759  C86 1.092
92 Cl 5.684 -2.837 1.773  C93 1.781
93 C 6.549 -4.379 1.560  Cl92 1.781, C94 1.516, H96 1.092, H97 1.092
94 C 5.658 -5.460 0.981  C93 1.516, Cl95 1.782, H98 1.092, H99 1.091
95 Cl 4.396 -5.977 2.126  C94 1.782
96 H 6.960 -4.674 2.527  C93 1.092
97 H 7.382 -4.184 0.881  C93 1.092
98 H 6.254 -6.345 0.747  C94 1.092
99 H 5.167 -5.128 0.064  C94 1.091
100 Cl -1.255 -4.318 7.849  C101 1.781
101 C -0.594 -5.891 8.360  Cl100 1.781, C102 1.516, H104 1.091, H105 1.092
102 C -0.626 -6.063 9.866  C101 1.516, Cl103 1.782, H106 1.092, H107 1.091
103 Cl 0.515 -4.972 10.692  C102 1.782
104 H 0.421 -5.975 7.968  C101 1.091
105 H -1.206 -6.660 7.887  C101 1.092
106 H -0.334 -7.082 10.128  C102 1.092
107 H -1.623 -5.879 10.270  C102 1.091